{
  "formula": "C5H14NO2",
  "method": "ωB97M-V with the def2-TZVPD basis set",
  "species": ["O", "O", "N", "C", "C", "C", "C", "C", "H", "H", "H", "H", "H", "H", "H", "H", "H", "H", "H", "H", "H", "H"],
  "positions_angstrom": [[0.02, -1.10, -0.53], [-2.24, 3.07, -0.31], [2.19, -1.56, -1.40], [-0.93, 1.35, 0.67], [-0.59, 0.56, 1.94], [2.24, -3.00, -1.13], [0.80, -1.14, -1.61], [-1.98, 2.41, 0.93], [-1.29, 0.70, -0.12], [2.19, -3.58, -2.06], [0.12, 1.13, 2.55], [1.42, -3.32, -0.48], [-0.09, -0.37, 1.69], [-1.46, 0.37, 2.57], [3.20, -3.26, -0.68], [0.40, -1.77, -2.43], [2.45, -1.08, -0.54], [-1.68, 3.12, 1.71], [-2.67, 3.91, -0.16], [0.84, -0.16, -2.13], [-0.02, 1.83, 0.29], [-2.90, 1.89, 1.24]],
  "homo_ev": [-9.588, -9.500],
  "de_lowest_kj_mol": 65.2,
  "s2": 0.755,
  "e_lumo_ev": [1.06, -1.78],
  "multiplicity": 2,
  "orbital_gap_ev": [10.64, 7.72]
}

{
  "formula": "C5H14NO2",
  "method": "ωB97M-V with the def2-TZVPD basis set",
  "species": ["O", "O", "N", "C", "C", "C", "C", "C", "H", "H", "H", "H", "H", "H", "H", "H", "H", "H", "H", "H", "H", "H"],
  "positions_angstrom": [[2.23, 1.82, 1.00], [0.05, 1.69, -1.74], [1.38, -0.23, -1.16], [-1.73, -1.37, 0.86], [0.09, -0.22, -0.24], [-0.87, 0.82, -1.08], [-1.80, -0.97, 2.12], [-0.39, -1.60, 0.15], [-2.69, -0.91, 2.73], [-1.47, 1.34, -0.35], [2.92, 1.28, 1.41], [1.70, 0.75, -1.09], [-0.87, -0.77, 2.66], [-0.61, -2.34, -0.61], [1.09, -0.45, -2.11], [-1.41, 0.36, -1.88], [-0.46, 2.41, -2.11], [2.10, -0.91, -0.90], [0.40, 0.31, 0.66], [0.26, -2.06, 0.92], [2.69, 2.53, 0.54], [-2.60, -1.49, 0.22]],
  "homo_ev": -13.400,
  "de_lowest_kj_mol": 207.4,
  "e_lumo_ev": -3.15,
  "total_charge": 1,
  "orbital_gap_ev": 10.25
}

{
  "formula": "C5H14NO2P",
  "method": "ωB97M-V with the def2-TZVPD basis set",
  "species": ["P", "O", "O", "N", "C", "C", "C", "C", "C", "H", "H", "H", "H", "H", "H", "H", "H", "H", "H", "H", "H", "H", "H"],
  "positions_angstrom": [[1.73, -1.21, -0.09], [1.36, -0.82, 1.48], [1.27, 0.07, -0.98], [-2.77, 0.25, -0.36], [2.83, 1.18, 1.64], [0.18, -0.95, -0.95], [0.03, -1.80, -2.22], [2.34, -0.18, 2.29], [-3.57, 1.48, -0.26], [-1.09, -1.75, -2.44], [1.95, 1.76, 1.43], [0.40, -2.94, -2.21], [-2.17, 0.49, -1.13], [-4.14, 1.63, 0.67], [-3.14, -0.68, -0.51], [3.14, -0.92, 2.25], [3.30, 0.99, 0.66], [-4.27, 1.55, -1.17], [-0.73, -0.55, -0.53], [0.74, -1.37, -2.96], [1.91, -0.10, 3.33], [-2.86, 2.30, -0.30], [3.56, 1.57, 2.34]],
  "homo_ev": -9.058,
  "de_lowest_kj_mol": 185.5,
  "e_lumo_ev": 0.96,
  "smiles": "CCOP1O[C@H]1C.CN",
  "orbital_gap_ev": 10.02
}

{
  "formula": "C5H14NS",
  "method": "ωB97M-V with the def2-TZVPD basis set",
  "species": ["S", "N", "C", "C", "C", "C", "C", "H", "H", "H", "H", "H", "H", "H", "H", "H", "H", "H", "H", "H", "H"],
  "positions_angstrom": [[3.48, -0.34, 0.17], [-0.67, -0.01, 0.17], [-0.80, -0.19, -1.31], [1.78, 0.29, -0.41], [-1.48, -1.04, 0.84], [-1.15, 1.34, 0.56], [0.73, -0.26, 0.58], [-0.32, -0.99, -1.76], [-1.06, -1.92, 0.38], [-0.36, 2.02, 0.40], [-1.41, 1.32, 1.65], [0.87, -1.26, 0.92], [1.87, 1.34, -0.29], [-0.31, 0.60, -1.82], [-1.86, 1.90, 0.06], [1.72, -0.03, -1.47], [-1.19, -1.11, 1.88], [0.84, 0.36, 1.46], [3.64, -1.11, -1.02], [-2.49, -0.97, 0.57], [-1.83, 0.05, -1.56]],
  "homo_ev": -12.827,
  "de_lowest_kj_mol": 205.6,
  "e_lumo_ev": -2.86,
  "smiles": "C[N+](C)(C)CCS",
  "total_charge": 1,
  "orbital_gap_ev": 9.96
}

{
  "formula": "C5H14NS",
  "method": "ωB97M-V with the def2-TZVPD basis set",
  "species": ["S", "N", "C", "C", "C", "C", "C", "H", "H", "H", "H", "H", "H", "H", "H", "H", "H", "H", "H", "H", "H"],
  "positions_angstrom": [[-1.54, -1.67, -1.65], [0.73, 1.06, 0.58], [-1.06, -0.22, 1.44], [0.76, -1.49, 0.15], [-0.96, 0.01, -1.02], [1.60, 1.39, -0.55], [-0.03, -0.20, 0.37], [2.65, 1.39, -0.32], [-0.80, -0.45, 2.47], [-1.79, -0.90, 1.16], [0.96, -1.81, -0.86], [-2.86, -1.22, -1.92], [1.70, -1.42, 0.53], [1.65, 2.52, -0.56], [0.04, 1.76, 0.64], [1.21, 1.02, 1.51], [-0.50, 0.36, -1.93], [-1.57, 0.71, 1.71], [0.29, -2.25, 0.73], [-1.80, 0.56, -0.92], [1.31, 0.84, -1.55]],
  "homo_ev": -12.722,
  "de_lowest_kj_mol": 233.8,
  "e_lumo_ev": -3.35,
  "smiles": "C[NH2+]C(C)(C)CS",
  "total_charge": 1,
  "orbital_gap_ev": 9.37
}

{
  "formula": "C5H14NS",
  "method": "ωB97M-V with the def2-TZVPD basis set",
  "species": ["S", "N", "C", "C", "C", "C", "C", "H", "H", "H", "H", "H", "H", "H", "H", "H", "H", "H", "H", "H", "H"],
  "positions_angstrom": [[0.68, -0.38, 1.71], [0.88, -0.64, -1.81], [0.20, -0.64, 3.51], [-0.96, 0.11, -0.42], [0.32, 0.64, -1.00], [-0.81, -0.70, 0.79], [0.21, 1.75, -1.99], [1.16, 1.97, -2.36], [-0.17, -1.65, 3.50], [-1.55, -0.53, -1.20], [0.30, -1.50, -1.89], [-0.53, -0.02, 4.02], [-0.46, 1.32, -2.82], [-0.16, 2.68, -1.51], [1.20, -0.31, -2.74], [-0.87, -1.79, 0.57], [-1.63, 0.97, -0.24], [0.98, 0.90, -0.21], [-1.76, -0.57, 1.42], [1.70, -1.06, -1.39], [1.27, -0.58, 4.06]],
  "homo_ev": -12.206,
  "de_lowest_kj_mol": 144.1,
  "e_lumo_ev": -3.47,
  "smiles": "CSCC[C@H](C)[NH3+]",
  "total_charge": 1,
  "orbital_gap_ev": 8.74
}

{
  "formula": "C5H14O",
  "method": "ωB97M-V with the def2-TZVPD basis set",
  "species": ["O", "C", "C", "C", "C", "C", "H", "H", "H", "H", "H", "H", "H", "H", "H", "H", "H", "H", "H", "H"],
  "positions_angstrom": [[1.80, 0.77, -2.16], [2.28, 1.37, 0.07], [1.12, -0.73, -0.34], [1.27, 0.64, -0.79], [-2.52, -1.47, 0.63], [-2.19, 0.04, 1.03], [1.41, -1.45, -1.12], [-1.70, -0.02, 2.00], [-2.71, -1.42, -0.44], [0.25, 0.98, -0.95], [3.26, 1.24, -0.20], [2.12, 1.24, 1.20], [-3.40, -1.95, 1.19], [1.65, 1.56, -2.63], [-1.78, 0.56, 0.28], [1.81, -0.90, 0.58], [0.18, -1.07, 0.01], [-3.20, 0.42, 1.06], [2.06, 2.46, -0.05], [-1.71, -2.28, 0.62]],
  "homo_ev": -10.248,
  "de_lowest_kj_mol": 198.2,
  "e_lumo_ev": 0.95,
  "smiles": "CC(C)O.CC",
  "orbital_gap_ev": 11.20
}

{
  "formula": "C5H14O",
  "method": "ωB97M-V with the def2-TZVPD basis set",
  "species": ["O", "C", "C", "C", "C", "C", "H", "H", "H", "H", "H", "H", "H", "H", "H", "H", "H", "H", "H", "H"],
  "positions_angstrom": [[1.52, 2.57, 0.21], [-1.83, -2.49, 0.84], [0.66, 2.01, -1.94], [-1.86, -1.48, 1.97], [1.51, 0.17, -0.48], [1.71, 1.64, -0.89], [-0.28, 2.20, -1.42], [0.42, 0.06, -0.36], [1.62, -0.41, -1.39], [-1.91, -3.53, 1.21], [0.89, 2.91, -2.51], [1.12, 2.14, 0.94], [-2.28, -1.80, 2.92], [0.60, 1.15, -2.61], [2.74, 1.84, -1.15], [-0.82, -1.25, 2.24], [-0.91, -2.56, 0.26], [2.02, -0.12, 0.43], [-2.25, -0.55, 1.57], [-2.68, -2.48, 0.16]],
  "homo_ev": -10.152,
  "de_lowest_kj_mol": 96.0,
  "e_lumo_ev": 0.88,
  "smiles": "CC(C)O.CC",
  "orbital_gap_ev": 11.03
}

{
  "formula": "C5H14O2",
  "method": "ωB97M-V with the def2-TZVPD basis set",
  "species": ["O", "O", "C", "C", "C", "C", "C", "H", "H", "H", "H", "H", "H", "H", "H", "H", "H", "H", "H", "H", "H"],
  "positions_angstrom": [[3.30, -0.56, 0.46], [-1.69, 0.85, -4.88], [1.08, 0.10, 0.41], [-0.85, 1.28, 1.70], [-1.35, -0.66, 0.14], [1.97, -1.06, 0.83], [-0.36, -0.01, 1.08], [1.93, -1.97, 0.24], [4.00, -0.84, 1.06], [-0.14, 2.09, 1.49], [0.83, 0.15, -0.65], [1.51, 1.04, 0.74], [-1.32, -1.60, -0.44], [1.90, -1.09, 1.92], [-0.77, 1.20, 2.78], [-1.81, 1.65, 1.32], [-2.24, 0.26, -4.36], [-1.61, 0.03, -0.68], [-1.81, 0.54, -5.80], [-0.25, -0.71, 1.98], [-2.31, -0.71, 0.68]],
  "homo_ev": -10.076,
  "de_lowest_kj_mol": 116.3,
  "e_lumo_ev": 0.79,
  "smiles": "CC(C)CCO.O",
  "orbital_gap_ev": 10.86
}

{
  "formula": "C5H14O2",
  "method": "ωB97M-V with the def2-TZVPD basis set",
  "species": ["O", "O", "C", "C", "C", "C", "C", "H", "H", "H", "H", "H", "H", "H", "H", "H", "H", "H", "H", "H", "H"],
  "positions_angstrom": [[0.52, 3.24, -2.61], [-3.19, 2.56, -1.15], [-0.03, -0.98, 0.90], [0.52, -2.19, 1.71], [0.69, -0.63, -0.18], [-1.21, -0.36, 1.32], [2.05, -1.16, -0.73], [0.29, -1.93, 2.71], [0.81, 2.44, -2.85], [-1.12, 0.84, 1.78], [-3.38, 2.63, -0.16], [-1.71, -0.67, 2.20], [2.90, -0.42, -0.51], [1.92, -1.31, -1.78], [0.10, -0.04, -0.87], [1.61, -2.31, 1.71], [-1.91, -0.45, 0.41], [2.43, -2.11, -0.31], [-2.28, 2.50, -1.01], [1.09, 3.50, -2.02], [-0.10, -3.16, 1.45]],
  "homo_ev": -8.807,
  "de_lowest_kj_mol": 274.0,
  "e_lumo_ev": 0.62,
  "smiles": "CC=C(C)C.O.O",
  "orbital_gap_ev": 9.43
}

{
  "formula": "C5H14O2",
  "method": "ωB97M-V with the def2-TZVPD basis set",
  "species": ["O", "O", "C", "C", "C", "C", "C", "H", "H", "H", "H", "H", "H", "H", "H", "H", "H", "H", "H", "H", "H"],
  "positions_angstrom": [[-1.94, 2.32, -1.11], [-2.89, -3.48, -1.05], [0.76, -0.53, 0.85], [1.65, 1.38, -0.51], [0.08, -1.17, -0.31], [2.26, 1.05, 1.98], [1.44, 0.61, 0.79], [-2.24, 2.64, -1.97], [2.14, 0.33, 2.79], [-1.01, -1.14, -0.17], [-2.65, 2.56, -0.51], [2.09, 2.06, 2.36], [0.27, -0.72, -1.27], [2.52, 2.03, -0.35], [1.04, -1.17, 1.69], [3.31, 1.04, 1.66], [1.89, 0.65, -1.27], [-3.33, -4.25, -1.42], [-3.45, -3.21, -0.31], [0.29, -2.24, -0.42], [0.79, 1.97, -0.81]],
  "homo_ev": -8.395,
  "de_lowest_kj_mol": 74.3,
  "e_lumo_ev": 0.79,
  "smiles": "CC=C(C)C.O.O",
  "orbital_gap_ev": 9.18
}

{
  "formula": "C5H14O2SSi",
  "method": "ωB97M-V with the def2-TZVPD basis set",
  "species": ["S", "Si", "O", "O", "C", "C", "C", "C", "C", "H", "H", "H", "H", "H", "H", "H", "H", "H", "H", "H", "H", "H", "H"],
  "positions_angstrom": [[0.26, -0.27, 1.41], [0.85, -0.20, -0.95], [0.72, 1.09, 1.76], [1.06, -1.44, 1.97], [-2.35, 0.46, 2.51], [2.60, -0.48, -0.70], [-1.51, -0.64, 1.86], [0.15, 1.57, -1.39], [-0.09, -1.58, -1.77], [-1.38, -1.44, 2.61], [3.21, -1.12, -1.32], [0.07, 1.83, -2.41], [0.46, -1.55, -2.73], [0.06, -2.57, -1.40], [-1.51, 1.21, 2.59], [-1.07, -1.24, -2.23], [3.15, 0.45, -0.87], [-3.24, 0.95, 2.10], [-2.53, 0.12, 3.54], [0.86, 2.29, -0.90], [2.60, -0.85, 0.30], [-1.91, -0.94, 0.93], [-0.78, 1.72, -0.95]],
  "homo_ev": -8.850,
  "de_lowest_kj_mol": 174.2,
  "e_lumo_ev": 0.56,
  "smiles": "CCS(=O)(=O)[Si](C)(C)C",
  "orbital_gap_ev": 9.41
}